(1)
{
  "formula": "C32H74BClGaN5O2P",
  "method": "ωB97M-V/def2-TZVPD",
  "energy_ha": -4438.82307,
  "total_charge": -1,
  "lumo_ev": 2.15,
  "homo_lumo_gap_ha": 0.22999,
  "homo_energy_ev": -4.105,
  "symbols": ["C", "C", "C", "C", "C", "C", "Ga", "B", "N", "O", "P", "O", "Cl", "C", "C", "H", "H", "H", "H", "H", "H", "H", "H", "H", "H", "H", "H", "H", "H", "C", "C", "N", "C", "C", "C", "C", "H", "H", "H", "H", "H", "H", "H", "H", "H", "H", "H", "H", "H", "H", "H", "C", "C", "N", "C", "C", "C", "C", "H", "H", "H", "H", "H", "H", "H", "H", "H", "H", "H", "H", "H", "H", "H", "C", "C", "N", "C", "C", "C", "C", "H", "H", "H", "H", "H", "H", "H", "H", "H", "H", "H", "H", "H", "H", "H", "C", "C", "N", "C", "C", "C", "C", "H", "H", "H", "H", "H", "H", "H", "H", "H", "H", "H", "H", "H", "H", "H"],
  "positions_angstrom": [[1.7692, -4.3935, -0.3080], [0.5475, -3.3666, -0.7543], [-0.5864, -3.0486, 0.4267], [-1.8031, -2.0353, -0.0021], [-1.8926, -1.3979, -1.5237], [-3.1804, -0.4367, -1.8494], [-4.9131, -1.3033, -1.1283], [-5.0138, -3.3638, -1.3224], [-3.8488, -4.3370, -1.3126], [-6.3893, -3.9615, -1.4524], [-5.3778, -0.8101, 1.1302], [-7.1531, -0.7733, 1.1847], [-4.8600, -2.4212, 2.4190], [-0.7518, -1.6962, -2.6840], [0.4969, -2.7042, -2.2541], [1.2663, -5.2875, 0.2907], [2.2336, -4.7983, -1.3100], [2.5110, -3.7660, 0.3481], [-0.5547, -3.5047, 1.5071], [-2.6087, -1.7800, 0.8093], [-3.2801, -0.3901, -3.0329], [-3.0554, 0.6854, -1.5001], [-6.1625, -0.6976, -1.9747], [-4.1078, -5.1375, -0.6615], [-3.7426, -4.7829, -2.2520], [-6.5822, -3.8625, -2.4475], [-7.3881, -1.7091, 0.8471], [-0.8090, -1.2200, -3.7524], [1.3390, -2.9214, -3.0658], [2.0969, 0.3243, 0.0158], [1.8361, -0.0979, 1.4604], [3.0422, -0.2149, 2.2869], [2.7850, -0.8352, 3.5923], [1.8844, -0.0843, 4.5688], [3.9168, 0.9596, 2.3262], [3.3124, 2.2649, 2.8362], [2.7645, -0.3828, -0.4880], [1.1521, 0.3481, -0.5375], [2.5326, 1.3247, -0.0488], [1.3392, -1.0747, 1.4209], [1.1156, 0.6027, 1.8989], [3.7405, -1.0463, 4.0884], [2.3398, -1.8226, 3.4157], [2.4098, 0.7458, 5.0444], [1.5679, -0.7569, 5.3730], [0.9773, 0.3008, 4.0944], [4.3072, 1.1351, 1.3166], [4.8119, 0.7292, 2.9186], [2.3039, 2.4397, 2.4589], [3.9351, 3.1041, 2.5122], [3.2901, 2.2935, 3.9273], [6.0945, -2.8457, -3.8038], [5.6318, -4.2883, -3.9981], [4.3666, -4.4282, -4.7269], [3.8377, -5.7973, -4.7002], [4.6498, -6.8847, -5.3979], [4.2943, -3.7667, -6.0319], [5.3126, -4.1891, -7.0873], [5.3446, -2.2601, -3.2613], [7.0204, -2.8311, -3.2192], [6.3065, -2.3494, -4.7542], [5.5125, -4.7210, -2.9975], [6.4399, -4.8459, -4.4863], [2.8206, -5.8016, -5.1114], [3.7139, -6.0917, -3.6503], [4.5347, -6.8400, -6.4824], [4.2929, -7.8717, -5.0852], [5.7152, -6.8352, -5.1562], [4.3898, -2.6853, -5.8782], [3.2850, -3.8859, -6.4469], [6.3157, -4.3191, -6.6788], [5.3705, -3.4205, -7.8637], [5.0116, -5.1140, -7.5831], [-5.9987, 2.2646, -3.6931], [-7.2755, 2.6465, -4.4393], [-8.4597, 1.8713, -4.0546], [-9.6082, 2.1016, -4.9393], [-10.2197, 3.4996, -4.9580], [-8.7803, 1.8449, -2.6255], [-9.0470, 3.1841, -1.9438], [-5.7540, 1.2077, -3.8441], [-5.1602, 2.8611, -4.0678], [-6.0755, 2.4567, -2.6198], [-7.0798, 2.4858, -5.5063], [-7.4408, 3.7227, -4.3097], [-10.3980, 1.3770, -4.7049], [-9.3008, 1.8555, -5.9637], [-10.8370, 3.6810, -4.0763], [-10.8766, 3.6050, -5.8278], [-9.4652, 4.2884, -5.0258], [-7.9589, 1.3489, -2.0949], [-9.6406, 1.1844, -2.4559], [-8.3517, 3.9640, -2.2574], [-8.9437, 3.0670, -0.8609], [-10.0671, 3.5276, -2.1264], [3.0098, 7.0136, 6.8424], [3.5114, 5.5892, 6.6128], [4.8286, 5.3073, 7.1933], [5.3788, 4.0150, 6.7666], [4.6394, 2.7522, 7.1992], [4.9837, 5.6004, 8.6202], [4.0526, 4.8756, 9.5881], [3.7076, 7.7495, 6.4287], [2.0437, 7.1488, 6.3448], [2.8586, 7.2313, 7.9027], [3.5654, 5.4427, 5.5273], [2.7512, 4.8925, 6.9855], [6.4231, 3.9391, 7.0943], [5.4311, 4.0151, 5.6704], [4.8322, 2.5113, 8.2461], [4.9903, 1.8977, 6.6111], [3.5585, 2.8249, 7.0496], [4.8577, 6.6796, 8.7682], [6.0225, 5.4125, 8.9213], [3.0250, 4.8218, 9.2261], [4.0375, 5.4075, 10.5440], [4.4055, 3.8638, 9.7975]],
  "mulliken_charge": [-0.595, 0.615, -0.704, -0.157, 0.916, -0.753, -0.427, 0.649, -0.453, -0.590, 0.214, -0.511, -0.335, -0.704, -0.388, 0.294, -0.004, 0.203, 0.285, -0.116, 0.177, 0.237, -0.199, 0.183, 0.162, 0.244, 0.315, 0.207, 0.158, -1.336, 0.023, 0.138, -0.676, -0.695, -0.844, -0.566, 0.241, 0.313, 0.397, 0.176, 0.169, 0.379, 0.324, -0.056, 0.419, 0.269, 0.394, 0.351, 0.290, 0.365, -0.056, -1.352, -0.400, 0.403, -0.598, -1.134, -0.766, -1.046, 0.269, 0.430, 0.289, 0.430, 0.237, 0.398, 0.260, 0.229, 0.427, 0.257, 0.419, 0.348, 0.239, 0.376, 0.280, -1.237, -0.362, 0.158, -0.678, -0.953, -0.187, -1.120, 0.251, 0.482, 0.233, 0.410, 0.227, 0.338, 0.400, 0.220, 0.395, 0.264, -0.118, 0.384, 0.225, 0.444, 0.294, -1.457, -0.189, 0.057, -0.725, -0.969, -0.716, -0.944, 0.325, 0.430, 0.303, 0.356, 0.230, 0.328, 0.434, 0.303, 0.394, 0.223, 0.383, 0.328, 0.241, 0.372, 0.287]
}

***

(2)
{
  "formula": "C32H74ClN4O",
  "method": "ωB97M-V/def2-TZVPD",
  "energy_ha": -2017.90787,
  "total_charge": 1,
  "lumo_ev": -2.50,
  "homo_lumo_gap_ha": 0.36729,
  "homo_energy_ev": -12.494,
  "symbols": ["N", "C", "N", "N", "C", "N", "C", "C", "C", "C", "C", "C", "O", "Cl", "H", "H", "H", "H", "H", "H", "H", "H", "H", "H", "H", "H", "H", "H", "H", "H", "H", "H", "C", "C", "C", "C", "C", "C", "H", "H", "H", "H", "H", "H", "H", "H", "H", "H", "H", "H", "H", "H", "C", "C", "C", "C", "C", "C", "H", "H", "H", "H", "H", "H", "H", "H", "H", "H", "H", "H", "H", "H", "C", "C", "C", "C", "C", "C", "H", "H", "H", "H", "H", "H", "H", "H", "H", "H", "H", "H", "H", "H", "C", "C", "C", "C", "C", "C", "H", "H", "H", "H", "H", "H", "H", "H", "H", "H", "H", "H", "H", "H"],
  "positions_angstrom": [[3.4278, -0.0260, 4.5739], [2.4067, -0.2239, 3.5615], [2.7406, -1.4175, 2.8039], [2.3605, 0.8750, 2.6111], [1.0837, -0.3565, 4.3789], [0.0006, -1.0387, 3.6068], [-0.5388, -2.3280, 4.1703], [-1.4882, -2.7437, 3.0641], [-2.2203, -1.4219, 2.7326], [-1.2621, -0.2944, 3.1873], [-1.8549, 0.6378, 4.2518], [-2.5867, 1.7308, 3.4851], [-3.5087, 1.5358, 2.7778], [-1.8902, 3.3296, 3.6768], [3.4965, 0.9541, 4.8326], [4.3195, -0.2818, 4.1616], [2.6166, -1.3032, 1.8052], [2.3147, -2.2821, 3.1118], [1.7792, 0.6962, 1.8031], [2.0506, 1.7436, 3.0327], [0.7475, 0.6439, 4.6435], [1.2576, -0.9147, 5.2961], [0.4092, -1.3121, 2.7032], [0.2743, -3.0016, 4.4341], [-1.0890, -2.0526, 5.0727], [-0.9205, -3.1182, 2.2062], [-2.1675, -3.5386, 3.3646], [-3.1626, -1.4030, 3.2770], [-2.4361, -1.3325, 1.6713], [-0.9760, 0.3052, 2.3180], [-1.1066, 1.0737, 4.9073], [-2.6025, 0.1257, 4.8634], [2.1065, -1.9675, -1.4935], [1.6428, -0.7718, -2.3222], [1.4776, 0.5045, -1.4989], [0.4408, 0.3973, -0.3829], [-0.9785, 0.0438, -0.8153], [-1.6269, 1.1012, -1.6996], [1.3733, -2.2387, -0.7274], [2.2543, -2.8491, -2.1167], [3.0567, -1.7531, -0.9948], [0.7063, -1.0173, -2.8300], [2.3712, -0.5804, -3.1122], [1.2175, 1.3394, -2.1534], [2.4436, 0.7622, -1.0521], [0.4125, 1.3518, 0.1598], [0.7786, -0.3639, 0.3377], [-1.5833, -0.0619, 0.0935], [-0.9939, -0.9313, -1.3096], [-1.6369, 2.0623, -1.1831], [-2.6563, 0.8360, -1.9391], [-1.0919, 1.2296, -2.6411], [8.8784, -2.9551, 1.0094], [7.8882, -3.2321, -0.1165], [6.6017, -2.4141, -0.0137], [5.7849, -2.6609, 1.2562], [5.3562, -4.1094, 1.4795], [4.4512, -4.6479, 0.3760], [8.4670, -3.2180, 1.9855], [9.7945, -3.5308, 0.8772], [9.1507, -1.8976, 1.0363], [7.6506, -4.2995, -0.1398], [8.3625, -3.0109, -1.0755], [5.9820, -2.6137, -0.8930], [6.8539, -1.3498, -0.0600], [4.8858, -2.0372, 1.2190], [6.3501, -2.3170, 2.1269], [4.8326, -4.1719, 2.4386], [6.2353, -4.7511, 1.5774], [3.5524, -4.0309, 0.2723], [4.1334, -5.6699, 0.5851], [4.9544, -4.6545, -0.5915], [-4.9369, -2.7638, -0.0537], [-4.9438, -2.9180, -1.5705], [-4.6583, -1.6086, -2.3051], [-5.6726, -0.4904, -2.0559], [-7.1156, -0.8457, -2.4113], [-7.3127, -1.1948, -3.8825], [-5.7064, -2.0699, 0.2869], [-5.1100, -3.7183, 0.4458], [-3.9677, -2.3794, 0.2807], [-5.9039, -3.3289, -1.8916], [-4.1890, -3.6535, -1.8606], [-4.5884, -1.8074, -3.3771], [-3.6681, -1.2501, -1.9993], [-5.3703, 0.3853, -2.6396], [-5.6297, -0.1794, -1.0078], [-7.7535, 0.0031, -2.1539], [-7.4588, -1.6776, -1.7893], [-6.9996, -0.3679, -4.5235], [-8.3600, -1.4054, -4.0990], [-6.7370, -2.0757, -4.1714], [-0.4147, 4.8707, -0.9134], [-0.4231, 4.7633, -2.4352], [-0.1077, 6.0805, -3.1409], [-1.1020, 7.2091, -2.8599], [-2.5553, 6.8821, -3.2011], [-2.7784, 6.5589, -4.6746], [-1.1764, 5.5630, -0.5519], [-0.6122, 3.9000, -0.4531], [0.5552, 5.2211, -0.5528], [-1.3906, 4.3792, -2.7713], [0.3197, 4.0199, -2.7418], [-0.0530, 5.8990, -4.2171], [0.8912, 6.4131, -2.8417], [-0.7934, 8.0896, -3.4313], [-1.0400, 7.5001, -1.8076], [-3.1765, 7.7366, -2.9222], [-2.9042, 6.0458, -2.5874], [-2.4601, 7.3904, -5.3069], [-3.8319, 6.3683, -4.8810], [-2.2192, 5.6743, -4.9846]],
  "mulliken_charge": [-0.605, 0.625, -0.453, -0.547, -1.092, 0.742, -0.675, -0.741, 0.328, 0.358, -0.867, 0.579, -0.409, -0.177, 0.290, 0.337, 0.106, 0.193, -0.018, 0.330, 0.352, 0.300, -0.006, 0.456, 0.448, 0.328, 0.476, 0.487, -0.727, -0.305, 0.447, 0.401, -0.779, -0.896, -0.888, 1.144, -0.046, -1.038, 0.153, 0.522, 0.099, 0.283, 0.487, -0.038, 0.473, 0.711, -0.987, -0.373, 0.507, 0.114, 0.148, 0.367, -1.202, -0.600, -0.765, 0.241, -0.599, -0.901, 0.274, 0.391, 0.294, 0.240, 0.413, 0.259, 0.466, -0.356, 0.417, 0.373, 0.322, 0.014, 0.410, 0.270, -0.755, -0.601, 0.351, -0.614, -0.597, -1.193, 0.303, 0.456, -0.100, 0.277, 0.400, 0.418, -0.648, 0.474, 0.321, 0.381, 0.246, 0.294, 0.384, 0.282, -0.896, 0.205, -1.018, -0.776, -0.329, -1.209, 0.293, 0.081, 0.325, 0.216, 0.075, 0.368, 0.413, 0.417, 0.289, 0.383, 0.238, 0.302, 0.380, 0.281]
}